1.
Molecular formula: C5H12O2
Method: DFT, the ωB97M-V functional and the def2-TZVPD basis

Geometry as XYZ:
```
19
Properties=species:S:1:pos:R:3:nbo_charge:R:1
C 2.31989 0.43100 1.27627 -0.606
C 0.79612 0.44628 1.18338 -0.417
C 0.30499 -0.19426 -0.11980 0.084
O 0.35065 -1.60851 -0.04507 -0.721
C -1.09777 0.26576 -0.52087 0.080
C -1.48208 -0.22380 -1.90883 -0.637
O -1.96769 -0.26147 0.47691 -0.740
H 2.70627 -0.58457 1.13740 0.215
H 2.75805 1.06994 0.49880 0.197
H 2.67064 0.80267 2.24462 0.208
H 0.35093 -0.09607 2.02683 0.209
H 0.42914 1.47868 1.25131 0.198
H 0.99356 0.08132 -0.93008 0.174
H -0.41788 -1.85589 0.49138 0.476
H -1.11705 1.36721 -0.49524 0.160
H -1.42141 -1.31490 -1.94486 0.227
H -2.49928 0.09031 -2.17171 0.202
H -0.80026 0.18173 -2.66446 0.216
H -2.87684 -0.07543 0.21402 0.475
```

Computed properties:
HOMO level: -10.059 eV
energy above the lowest of the compared OMol25 structures with the same formula, charge and spin: 53.9 kJ/mol
Kohn-Sham gap: 10.854 eV
SMILES: CC[C@@H](O)[C@@H](C)O

2.
Molecular formula: C3H6FN2O
Method: DFT, the ωB97M-V functional and the def2-TZVPD basis

Geometry as XYZ:
```
13
Properties=species:S:1:pos:R:3:nbo_charge:R:1
O -1.42288 -1.83164 -0.06452 -0.442
N -0.62539 -0.77134 -0.12870 -0.055
C 0.86162 -0.82513 -0.05063 -0.222
C 1.23122 0.70303 -0.05988 -0.229
N -0.06638 1.40214 -0.12606 -0.554
C -0.95524 0.45952 -0.03849 0.836
F -2.35804 0.90746 -0.02981 -0.287
H -2.25184 -1.51542 0.33428 0.508
H 1.38268 -1.52665 -0.67938 0.268
H 0.92241 -1.23305 0.90635 0.223
H 1.87758 0.79329 0.74736 0.243
H 1.74333 1.11497 -0.97999 0.247
H -0.33907 2.32283 0.16947 0.465
```

Computed properties:
HOMO level: -14.807 eV
energy above the lowest of the compared OMol25 structures with the same formula, charge and spin: 190.3 kJ/mol
Kohn-Sham gap: 10.856 eV
SMILES: ON1CC[NH+]=C1F
net charge: +1

3.
Molecular formula: C18H10ClF2NO5S2V
Method: DFT, the ωB97M-V functional and the def2-TZVPD basis

Geometry as XYZ:
```
40
Properties=species:S:1:pos:R:3:nbo_charge:R:1
V -0.49837 -0.15615 0.25273 1.113
F 3.14581 -1.65332 -3.55404 -0.364
C 1.91381 -1.14579 -3.23139 0.387
C 1.57980 -0.93760 -1.90951 -0.335
C 0.32390 -0.43087 -1.55908 -0.259
C -0.58688 -0.13032 -2.61807 -0.130
C -0.18982 -0.34992 -3.93184 0.405
F -1.01827 -0.06162 -4.98093 -0.359
C 1.04730 -0.86146 -4.26947 -0.411
C -1.85781 0.40103 -2.15991 0.121
C -2.94985 0.79228 -2.92812 -0.230
C -4.07458 1.32966 -2.32173 -0.277
C -4.08065 1.48018 -0.91749 -0.292
C -2.99926 1.05692 -0.19944 0.058
N -1.89578 0.51106 -0.77801 -0.504
H 2.32073 -1.17944 -1.15158 0.197
H 1.31702 -1.03668 -5.30183 0.214
H -2.90876 0.67369 -4.00028 0.211
H -4.93108 1.63650 -2.91049 0.182
H -4.93391 1.90398 -0.40415 0.196
H -2.96281 1.15195 0.87653 0.219
Cl 4.41022 -1.76083 4.90347 -0.045
C 3.42010 -0.71539 3.91626 -0.034
C 3.41175 0.64665 4.17372 -0.256
C 2.65179 1.47526 3.36878 -0.155
C 1.89688 0.96216 2.31717 -0.153
C 1.90153 -0.41613 2.10443 -0.071
C 2.66285 -1.25958 2.89432 -0.237
C 1.13802 1.91932 1.42998 0.773
O 1.36523 3.12358 1.51990 -0.675
O 0.32361 1.38569 0.59955 -0.681
H 3.99417 1.04133 4.99596 0.210
H 2.62251 2.54343 3.53690 0.235
H 1.30778 -0.85234 1.30410 0.185
H 2.66327 -2.32710 2.72361 0.230
O -0.94180 -1.94589 0.48599 -0.931
S -1.83874 -1.76580 1.71131 2.156
O -1.47829 -0.41069 2.22617 -0.995
O -1.56351 -2.81401 2.67926 -0.997
S -3.70792 -1.82370 1.10718 -0.699
```

Computed properties:
spin multiplicity: 4
HOMO level (spin up / spin down): 0.490 / -1.844 eV
energy above the lowest of the compared OMol25 structures with the same formula, charge and spin: 88.1 kJ/mol
Kohn-Sham gap (spin up / spin down): 3.647 / 5.980 eV
⟨S²⟩: 3.785
net charge: -2

4.
Molecular formula: C24H41N9S3W
Method: DFT, the ωB97M-V functional and the def2-TZVPD basis

Geometry as XYZ:
```
78
Properties=species:S:1:pos:R:3:mulliken_charge:R:1
W 0.29631 0.12954 1.07064 0.565
C -1.60155 1.28868 6.10487 -0.842
S -0.20972 0.15555 5.98186 0.072
C 0.09481 0.11431 4.29827 0.623
S -0.69053 1.10654 3.12551 -0.346
N 1.03890 -0.73051 3.91697 -1.496
N 1.24138 -0.58802 2.61321 0.973
C 1.98273 -1.32926 1.75326 -0.447
C 2.99402 -0.50967 1.04235 0.549
C 4.23148 -0.93854 0.59878 -0.915
C 5.03514 -0.00593 -0.04631 -0.307
C 4.56862 1.28640 -0.24930 -0.800
C 3.29421 1.61279 0.18143 -0.232
N 2.52515 0.73277 0.81937 -0.147
H -1.85432 1.30653 7.16324 0.384
H -2.45379 0.92374 5.53642 0.313
H -1.32071 2.29004 5.78770 0.303
H 2.14124 -2.37982 1.97360 0.653
H 4.56504 -1.95067 0.78317 0.565
H 6.02671 -0.28378 -0.37926 0.470
H 5.17920 2.03279 -0.73646 0.465
H 2.87607 2.59794 0.01791 0.426
N -3.11119 -3.05800 -1.90822 -0.339
C -2.27721 -4.10743 -1.96607 0.664
N -2.61942 -5.13249 -2.74757 -0.405
S -0.82244 -4.14699 -1.09655 -0.473
H -4.03296 -3.11710 -2.31368 0.219
H -3.00031 -2.41158 -1.13987 0.111
H -3.51276 -5.19047 -3.20872 0.200
H -1.99365 -5.91662 -2.81170 0.247
C -0.76807 -2.83529 2.62473 -1.294
C -1.75516 -1.97896 1.90167 0.435
C -3.10482 -2.14294 1.88661 -1.061
C -3.65175 -1.19358 0.96962 -0.473
C -2.61971 -0.50012 0.42096 0.099
C -2.74418 0.55308 -0.63233 -1.389
N -1.41185 -0.94351 1.02095 1.324
H -1.27151 -3.75091 2.92936 0.497
H -0.35589 -2.37772 3.52441 0.238
H 0.04623 -3.13821 1.96568 0.091
H -3.64640 -2.88981 2.44501 0.570
H -4.69259 -1.05520 0.72028 0.545
H -3.67807 0.38955 -1.16841 0.488
H -1.94252 0.51476 -1.37237 0.144
H -2.78605 1.56421 -0.22432 0.146
C -2.14008 4.72429 -0.56514 -1.663
C -0.71024 4.58383 -0.01492 1.851
C -0.57565 5.27602 1.35323 -1.580
C 0.32912 5.11528 -1.01256 -1.575
C -0.45925 3.15433 0.19341 -0.177
N -0.26236 2.03414 0.35866 -0.570
H -2.33780 5.78623 -0.70791 0.459
H -2.87774 4.33084 0.13378 0.393
H -2.25302 4.22220 -1.52581 0.380
H -0.83986 6.32495 1.22212 0.426
H 0.44587 5.22133 1.72806 0.403
H -1.24950 4.84195 2.09125 0.404
H 0.12791 6.17377 -1.17538 0.426
H 0.26443 4.60498 -1.97329 0.383
H 1.34137 5.01991 -0.62000 0.387
C 2.11657 -0.09204 -3.21603 -1.513
C 1.59344 -1.48895 -2.92625 1.343
C 2.72692 -2.50634 -2.93400 -1.781
C 0.48817 -1.87982 -3.89887 -1.513
N 0.98448 -1.56816 -1.50179 0.794
N 0.58325 -0.34834 -0.89606 -0.127
H 2.66306 -0.13731 -4.15814 0.541
H 2.80090 0.25908 -2.44358 0.235
H 1.31695 0.63780 -3.34788 0.359
H 3.12905 -2.60029 -3.94160 0.470
H 2.37223 -3.49465 -2.63051 0.402
H 3.53864 -2.19500 -2.27194 0.392
H 0.86884 -1.81265 -4.91733 0.487
H -0.36774 -1.20492 -3.81615 0.268
H 0.14595 -2.89981 -3.72187 0.360
H 0.22177 -2.29464 -1.54145 -0.665
H 0.11772 0.20073 -1.60633 0.087
H 1.68844 -1.98482 -0.89236 0.501
```

Computed properties:
HOMO level (spin up / spin down): -12.757 / -12.758 eV
Kohn-Sham gap (spin up / spin down): 5.586 / 5.616 eV
net charge: +2

5.
Molecular formula: C3H8O2S2
Method: DFT, the ωB97M-V functional and the def2-TZVPD basis

Geometry as XYZ:
```
15
Properties=species:S:1:pos:R:3:nbo_charge:R:1
C -1.01429 1.15699 -1.00783 -0.651
C 1.62565 -2.08767 0.50711 -0.883
C -1.08700 1.39708 0.51854 -0.577
O -0.09344 -3.62211 -0.88099 -0.815
O -0.38796 -0.62815 2.22375 -0.818
S 0.49837 -2.29834 -0.87090 0.971
S -1.38441 -0.35766 1.16081 0.923
H -0.22858 0.42907 -1.42877 0.227
H -1.99423 0.83981 -1.42268 0.215
H -0.99817 2.13567 -1.47274 0.220
H 2.27285 -1.25343 0.34112 0.234
H 2.24934 -2.87911 0.62829 0.232
H 1.09724 -1.86466 1.51303 0.275
H -1.84311 2.01453 0.77291 0.212
H -0.06866 1.84127 0.88884 0.234
```

Computed properties:
HOMO level (spin up / spin down): -8.490 / -8.861 eV
energy above the lowest of the compared OMol25 structures with the same formula, charge and spin: 374.6 kJ/mol
Kohn-Sham gap (spin up / spin down): 7.580 / 8.246 eV

6.
Molecular formula: C2H2NO3
Method: DFT, the ωB97M-V functional and the def2-TZVPD basis

Geometry as XYZ:
```
8
Properties=species:S:1:pos:R:3:nbo_charge:R:1
C -0.82787 1.26764 0.08410 -0.337
C 0.92190 -1.67207 0.24316 1.033
N -0.60087 0.99116 -1.11433 -0.106
O -0.15938 -2.00142 0.53042 -0.563
O 2.07780 -1.63331 0.47666 -0.593
O 0.26383 0.09117 -1.48037 -0.682
H -1.49122 2.06419 0.37666 0.143
H -0.18420 0.89262 0.88370 0.105
```

Computed properties:
HOMO level: -2.613 eV
energy above the lowest of the compared OMol25 structures with the same formula, charge and spin: 354.5 kJ/mol
Kohn-Sham gap: 6.523 eV
net charge: -1